No. 1
16
Properties=species:S:1:pos:R:3:forces:R:3 method="wB97M-V/def2-TZVPD" mol_weight_g_mol=86.134 fmax_ev_per_a=0.30 e_above_lowest_kcal_mol=27.1 gap_ha=0.39450 smiles=CC[C@H]1C[C@H]1O multiplicity=1
C -1.832204 0.654011 -0.053620 -0.024 0.041 0.028
C -0.954735 -0.575075 -0.319653 -0.006 -0.070 -0.055
C 0.311941 -0.634263 0.518040 -0.148 -0.002 0.068
C 1.645331 -0.991358 -0.097897 0.124 -0.127 -0.047
C 1.392434 0.401560 0.369749 0.095 -0.154 0.239
O 1.272915 1.365691 -0.635511 -0.131 0.183 -0.014
H -1.410369 1.560648 -0.502952 -0.079 -0.139 0.089
H -1.957576 0.839024 1.019178 0.008 -0.068 -0.130
H -2.827847 0.526059 -0.491398 0.136 0.012 0.074
H -1.542107 -1.477263 -0.109211 0.106 0.085 -0.058
H -0.703052 -0.617017 -1.385013 0.004 0.040 0.144
H 0.157859 -0.991733 1.535978 0.017 0.105 -0.147
H 2.340566 -1.616895 0.454225 -0.126 0.110 -0.070
H 1.674001 -1.113621 -1.177592 -0.064 -0.003 0.160
H 1.903712 0.738022 1.273813 -0.102 -0.030 -0.191
H 0.529134 1.932207 -0.398135 0.189 0.018 -0.091

No. 2
39
Properties=species:S:1:pos:R:3:forces:R:3 method="wB97M-V/def2-TZVPD" mol_weight_g_mol=586.716 total_charge=+1 fmax_ev_per_a=2.72 s_squared=2.03 gap_ha="0.28485 / 0.18264" multiplicity=3
Au 0.804752 0.940224 0.474570 -2.266 -0.069 -0.094
S -0.813468 -2.292762 0.163985 -0.046 -0.057 -0.389
S -0.945656 2.826137 -0.012910 0.928 0.357 -0.441
C 0.741928 -3.190653 0.347834 -0.023 -0.158 0.111
C -0.732218 -2.109485 -1.650811 0.055 -0.023 0.323
C 0.051960 -0.878659 -2.039274 -0.261 0.530 0.050
N -0.507812 0.374951 -1.446506 0.578 -0.201 -0.773
C -0.028471 1.513521 -2.288808 -0.254 -0.742 0.594
C -0.697796 2.789195 -1.863103 -0.500 0.466 0.434
H -1.753550 -2.092631 -2.059792 0.321 0.030 0.154
H -0.203982 -2.981433 -2.045912 -0.284 -0.019 -0.033
H 0.049619 -0.765857 -3.133996 0.057 -0.215 0.145
H 1.104790 -0.935389 -1.698732 -0.478 -0.162 -0.275
H -0.203988 1.304152 -3.350469 0.083 0.231 0.052
H 1.058857 1.564268 -2.088842 -0.409 0.048 -0.541
H -1.667557 2.954236 -2.351791 0.203 -0.200 0.288
H -0.060177 3.643756 -2.093537 -0.195 0.038 -0.010
C 0.626338 3.717066 0.326691 -0.240 -0.198 0.374
H -1.533539 0.356245 -1.237797 1.073 -0.073 -0.531
H 1.445699 3.193251 -0.200290 -0.273 0.613 0.106
H 0.789191 3.599571 1.405604 0.060 0.430 -0.294
H 0.529222 4.758904 0.021734 0.135 -0.070 0.094
H 0.913604 -3.307145 1.426851 0.039 -0.091 -0.348
H 1.591811 -2.658603 -0.106859 -0.276 -0.129 0.179
H 0.599077 -4.170801 -0.129028 0.322 0.236 0.297
C -3.537359 0.265706 1.173345 0.020 -0.061 -0.237
C -4.114249 0.200136 -0.031095 0.325 0.088 0.623
H -3.363268 1.276141 1.614416 -0.013 -1.176 -0.031
H -3.274637 -0.691393 1.688808 -0.113 1.221 -0.194
H -4.411195 1.120140 -0.533861 -0.042 -0.327 -0.106
H -4.328667 -0.769467 -0.475138 -0.065 0.267 -0.132
S 4.427041 -3.578012 4.033050 -0.453 0.044 0.961
C 3.573638 -2.253684 3.658458 0.858 -0.223 -0.972
S 2.234272 -1.376669 4.361390 -0.344 -0.641 -0.049
C 1.703474 -0.593062 2.862652 0.085 0.153 0.916
C 2.756170 -0.419305 1.970054 2.016 -1.706 -0.641
S 3.009722 0.394436 0.500515 -0.704 0.345 0.106
S 4.084947 -1.569554 2.128322 -1.010 0.786 0.798
S 0.081489 -0.157467 2.680278 1.092 0.658 -0.514

No. 3
71
Properties=species:S:1:pos:R:3:forces:R:3 method="wB97M-V/def2-TZVPD" mol_weight_g_mol=811.631 total_charge=+2 fmax_ev_per_a=0.74 s_squared=6.07 e_above_lowest_kcal_mol=0.0 gap_ha="0.23874 / 0.18392" multiplicity=5
Ru 0.014145 -0.195713 -0.052773 -0.489 0.015 0.357
N 1.556127 -0.320177 3.804856 -0.081 -0.042 0.105
C 0.255678 -0.289338 4.297041 0.150 -0.002 0.030
C -0.236912 -0.289089 5.597991 0.018 -0.002 -0.012
C -1.607443 -0.244978 5.731541 -0.026 -0.004 -0.034
C -2.454249 -0.202700 4.608583 0.013 0.005 0.056
C -1.959055 -0.199976 3.323200 -0.014 0.002 -0.019
C -0.572727 -0.242210 3.175986 -0.064 -0.013 -0.129
N 0.234799 -0.247719 2.037765 0.151 0.053 -0.166
C 1.483653 -0.292890 2.464151 0.082 0.026 0.023
C 2.582806 -0.284546 1.510676 -0.172 -0.002 -0.036
C 3.926336 -0.341309 1.682665 0.105 -0.014 0.045
S 4.706144 -0.269707 0.168428 0.089 -0.004 -0.021
C 3.206289 -0.164374 -0.614474 -0.065 -0.036 0.033
N 2.181441 -0.186426 0.193912 0.120 0.003 0.064
H 2.396714 -0.367173 4.356635 0.011 0.015 -0.011
H 0.419028 -0.319224 6.457514 -0.014 -0.012 -0.001
H -2.043261 -0.243589 6.721265 0.002 -0.001 -0.011
H -3.524552 -0.171626 4.763376 0.011 -0.006 0.005
H -2.607654 -0.171234 2.460439 0.005 -0.014 -0.002
H 4.492266 -0.425997 2.596875 -0.015 0.009 -0.017
H 3.112170 -0.098803 -1.688684 -0.005 -0.021 0.009
Br -7.006784 7.281185 -1.967658 -0.064 0.024 0.011
C -5.217602 6.883509 -2.332529 -0.016 -0.027 0.007
C -4.209392 7.613779 -1.705292 0.108 0.021 0.022
C -2.890659 7.318595 -1.966817 -0.036 0.094 0.109
C -2.576498 6.276890 -2.854441 0.369 -0.185 -0.272
C -3.599711 5.550141 -3.494032 -0.150 -0.014 -0.072
C -4.914807 5.856430 -3.226444 0.112 -0.039 -0.066
N -1.264970 5.969413 -3.067106 -0.433 0.150 0.580
N -0.726476 5.077297 -3.796037 0.376 -0.282 -0.226
C -0.311976 3.867632 -3.270180 -0.227 0.225 0.064
C -0.054290 2.859014 -4.213846 -0.085 -0.149 0.015
C 0.144565 1.553952 -3.833460 0.021 0.059 -0.084
C 0.107929 1.190423 -2.465333 -0.091 -0.035 -0.027
O 0.210822 -0.027559 -2.068155 0.084 0.125 -0.179
C -0.046150 2.230335 -1.488111 0.017 0.000 -0.080
N -0.031233 1.825894 -0.195429 -0.090 0.036 0.061
C -0.143271 2.729834 0.767501 0.011 -0.045 0.036
C -0.226655 4.092560 0.491414 -0.050 0.005 -0.036
C -0.251978 4.520369 -0.816750 -0.018 -0.034 0.005
C -0.201553 3.573184 -1.855128 0.083 0.270 -0.072
H -4.466083 8.407457 -1.018129 -0.003 0.012 -0.021
H -2.091540 7.881575 -1.502292 -0.019 0.005 -0.014
H -3.339482 4.761104 -4.187444 -0.010 0.033 -0.014
H -5.712178 5.312165 -3.712947 -0.002 -0.005 0.018
H -0.067278 3.137184 -5.258719 -0.053 -0.016 0.005
H 0.289785 0.775368 -4.571211 0.029 -0.007 0.027
H -0.164091 2.355263 1.782162 0.008 -0.007 0.000
H -0.286831 4.799016 1.306587 0.030 -0.020 0.008
H -0.293492 5.576693 -1.036541 -0.018 -0.006 -0.028
Cl 0.119080 -2.598207 -0.528448 0.099 -0.228 0.081
C -0.175986 -3.833818 0.752042 -0.042 0.016 0.109
Cl 0.629811 -3.486641 2.267550 0.031 0.009 -0.047
H 0.223642 -4.754828 0.345628 -0.036 -0.010 -0.066
H -1.246266 -3.882866 0.908220 -0.021 0.053 -0.001
C -5.651177 -0.638364 -1.586688 0.066 -0.142 -0.137
Si -5.002835 -0.029987 0.037397 -0.063 0.139 0.046
C -5.586264 -1.049495 1.472937 0.007 -0.148 0.076
C -5.440747 1.757277 0.298023 0.025 0.116 0.009
C -3.142925 -0.125839 -0.021947 0.110 -0.038 -0.074
C -1.912846 -0.182658 -0.047641 0.223 0.016 -0.047
H -6.741853 -0.581982 -1.592955 0.012 0.009 -0.012
H -5.366951 -1.676129 -1.770886 -0.024 0.019 -0.013
H -5.271892 -0.031940 -2.411240 -0.036 -0.011 -0.006
H -6.678722 -1.061368 1.495609 0.022 0.005 0.029
H -5.239170 -0.635854 2.422657 -0.018 -0.017 -0.005
H -5.243745 -2.083935 1.403870 -0.018 0.019 0.010
H -6.526535 1.877357 0.269375 0.025 0.039 0.013
H -5.006733 2.388601 -0.481015 -0.041 0.001 0.018
H -5.087883 2.116948 1.267310 -0.018 0.014 -0.024

No. 4
50
Properties=species:S:1:pos:R:3:forces:R:3 method="wB97M-V/def2-TZVPD" mol_weight_g_mol=320.460 total_charge=+1 fmax_ev_per_a=2.19 e_above_lowest_kcal_mol=40.2 gap_ha=0.25628 smiles="CN(C)/C=C/[C@@H](Cc1n(C)c2ccccc2[n+]1C)c1ccccc1" multiplicity=1
C 1.472561 -2.683436 1.403381 -0.362 -0.304 -0.219
N 1.925192 -1.307021 1.405670 -0.164 1.046 -0.661
C 1.164518 -0.179052 1.223127 0.602 -0.060 -0.529
C -0.303879 -0.052406 0.831049 -1.608 -1.307 0.654
N 1.975370 0.875646 1.459156 0.042 -0.230 -0.598
C 1.554937 2.264358 1.502951 -0.266 0.211 -0.204
C 3.312223 0.453897 1.548668 -0.107 -0.063 0.057
C 3.286784 -0.936695 1.520534 -0.573 0.246 0.035
C 4.459711 -1.679923 1.522206 0.642 -0.279 0.161
C 5.681460 -0.970556 1.548271 -0.996 -0.459 0.038
C 5.697674 0.430323 1.561691 -0.214 0.437 0.062
C 4.509407 1.168984 1.558661 -0.075 0.457 0.175
H 2.353864 -3.318079 1.335263 -0.171 -0.013 -0.120
H 0.940190 -2.944191 2.326422 0.102 0.236 -0.196
H 0.826221 -2.851687 0.538422 0.120 -0.126 0.129
H -0.728071 0.715934 1.480664 -0.025 -0.413 0.430
H -0.762743 -1.029021 1.009982 0.073 0.130 0.748
H 2.451916 2.881609 1.474201 -0.239 0.029 -0.059
H 0.930144 2.473998 0.629144 0.157 0.144 0.201
H 0.997550 2.488777 2.424003 0.192 -0.173 -0.266
H 4.414519 -2.780589 1.506703 0.266 0.697 -0.006
H 6.623703 -1.514638 1.562022 -0.278 0.077 -0.045
H 6.661045 0.953905 1.580873 -0.498 -0.223 -0.045
H 4.477008 2.276800 1.563037 0.334 -0.904 0.003
C -5.418767 2.514990 0.867438 -0.335 0.219 0.191
N -4.808799 1.423199 0.131473 0.623 0.339 -0.217
C -5.606589 0.671076 -0.819500 -0.040 -0.257 0.107
C -3.451028 1.393138 0.029089 0.890 -1.760 -0.951
C -2.719481 0.420918 -0.642319 -0.633 0.582 1.364
C -1.185127 0.344015 -0.580680 1.105 1.292 -1.338
C -0.650862 -0.437293 -1.788899 -0.102 1.044 0.856
C 0.431984 0.056014 -2.505550 0.362 -0.028 0.335
C 1.067882 -0.747867 -3.436692 0.234 0.181 -0.152
C 0.597389 -2.029220 -3.686183 -0.222 0.022 0.057
C -0.545096 -2.484762 -3.039333 -0.040 0.155 -0.008
C -1.195190 -1.662076 -2.124214 0.137 -0.717 0.320
H -6.480544 2.554349 0.595043 0.317 0.136 0.214
H -5.347384 2.401135 1.966804 0.010 -0.140 -0.518
H -4.956674 3.468258 0.599816 -0.105 0.058 0.008
H -6.624254 1.062807 -0.757657 0.115 -0.323 -0.148
H -5.222702 0.831331 -1.837795 -0.161 -0.098 0.140
H -5.611835 -0.420138 -0.608286 0.019 0.589 -0.055
H -2.910009 2.221219 0.462338 -0.062 0.040 0.661
H -3.312338 -0.210961 -1.330766 0.885 -0.125 0.776
H -0.849506 1.386703 -0.572776 0.023 -0.003 -0.942
H 0.818673 1.051899 -2.280342 -0.067 -0.230 -0.067
H 1.956359 -0.374688 -3.942257 -0.218 -0.101 -0.025
H 1.101779 -2.657691 -4.397940 0.133 -0.163 -0.126
H -0.920912 -3.485862 -3.215116 -0.012 0.091 -0.138
H -2.078253 -2.027413 -1.601816 0.191 0.038 -0.087

What did the first record say?
16
Properties=species:S:1:pos:R:3:forces:R:3 method="wB97M-V/def2-TZVPD" mol_weight_g_mol=86.134 fmax_ev_per_a=0.30 e_above_lowest_kcal_mol=27.1 gap_ha=0.39450 smiles=CC[C@H]1C[C@H]1O multiplicity=1
C -1.832204 0.654011 -0.053620 -0.024 0.041 0.028
C -0.954735 -0.575075 -0.319653 -0.006 -0.070 -0.055
C 0.311941 -0.634263 0.518040 -0.148 -0.002 0.068
C 1.645331 -0.991358 -0.097897 0.124 -0.127 -0.047
C 1.392434 0.401560 0.369749 0.095 -0.154 0.239
O 1.272915 1.365691 -0.635511 -0.131 0.183 -0.014
H -1.410369 1.560648 -0.502952 -0.079 -0.139 0.089
H -1.957576 0.839024 1.019178 0.008 -0.068 -0.130
H -2.827847 0.526059 -0.491398 0.136 0.012 0.074
H -1.542107 -1.477263 -0.109211 0.106 0.085 -0.058
H -0.703052 -0.617017 -1.385013 0.004 0.040 0.144
H 0.157859 -0.991733 1.535978 0.017 0.105 -0.147
H 2.340566 -1.616895 0.454225 -0.126 0.110 -0.070
H 1.674001 -1.113621 -1.177592 -0.064 -0.003 0.160
H 1.903712 0.738022 1.273813 -0.102 -0.030 -0.191
H 0.529134 1.932207 -0.398135 0.189 0.018 -0.091